1.
# C30H24ClI2N5O3PdS

C30H24ClI2N5O3PdS as an isolated structure (the ωB97M-V functional and the def2-TZVPD basis, the Open Molecules 2025 dataset).

Geometry as XYZ:
```
67
C30H24ClI2N5O3PdS | the Open Molecules 2025 dataset | the ωB97M-V functional and the def2-TZVPD basis
Pd -1.4612 -0.1872 0.2957
C -1.0627 -2.1880 -4.2125
C -0.2190 -2.8627 -3.1971
N 0.4065 -3.9778 -3.5118
C 1.1575 -4.5649 -2.5849
C 1.3365 -4.1138 -1.2545
C 2.2550 -4.9087 -0.3475
O 1.6469 -5.2393 0.8867
C 0.6970 -2.9513 -0.8738
C 0.8510 -2.4485 0.4913
N 0.2501 -1.4468 1.0236
C 0.5251 -1.2432 2.4123
C 1.8233 -1.1011 2.8820
C 2.0520 -0.8978 4.2346
C 0.9897 -0.8419 5.1220
C -0.3129 -0.9982 4.6657
C -0.5348 -1.1913 3.3132
I -2.4717 -1.5362 2.6149
C -0.1059 -2.2702 -1.8628
O -0.6574 -1.1722 -1.6365
H -1.3046 -2.8867 -5.0083
H -0.5077 -1.3488 -4.6440
H -1.9637 -1.7677 -3.7695
H 1.6713 -5.4672 -2.8993
H 3.1398 -4.3114 -0.1147
H 2.6071 -5.7964 -0.8755
H 1.1374 -6.0514 0.7941
H 1.4882 -3.0540 1.1312
H 2.6502 -1.1245 2.1828
H 3.0652 -0.7815 4.5931
H 1.1686 -0.6814 6.1761
H -1.1419 -0.9748 5.3592
Cl -6.0362 5.0143 1.2244
C -4.6563 4.0226 1.2612
C -3.5204 4.4744 1.9104
C -2.3832 3.6858 2.0004
I -0.6808 4.3895 2.8906
C -2.3750 2.3563 1.4640
O -1.4070 1.5808 1.6132
C -3.5643 1.9220 0.7207
N -3.4947 0.7068 0.1451
C -4.5243 0.2723 -0.5623
C -5.6827 1.0300 -0.7434
C -5.7716 2.2681 -0.1541
C -4.6920 2.7376 0.6120
H -3.5359 5.4585 2.3581
H -4.4284 -0.7113 -1.0059
H -6.4902 0.6383 -1.3447
H -6.6565 2.8769 -0.2749
N 0.6099 3.5399 -1.6346
C 0.3304 2.2504 -1.4860
S -1.2937 1.7138 -1.5286
N 1.3136 1.3678 -1.2998
C 2.7182 1.6180 -1.2563
C 3.3453 2.3633 -2.2471
C 4.7148 2.5760 -2.1717
C 5.4529 2.0322 -1.1313
C 4.8226 1.2594 -0.1654
C 3.4537 1.0540 -0.2223
H -0.1483 4.1869 -1.7668
H 1.5539 3.8891 -1.5724
H 0.9931 0.4359 -1.0778
H 2.7843 2.7345 -3.0955
H 5.2066 3.1515 -2.9437
H 6.5188 2.2030 -1.0775
H 5.3984 0.8209 0.6381
H 2.9502 0.4675 0.5377
```

Properties
⟨S²⟩: 6.07
lowest unoccupied orbital energy (spin up / spin down): -0.2147 / -0.2926 Eh
charge: +2
multiplicity: 5
relative energy (zero: lowest compared OMol25 entry of this formula, charge and spin): 20.46 kcal per mole
gap between HOMO and LUMO (spin up / spin down): 7.5758 / 5.7309 eV

=====

2.
# C16H54F3N24O14

A 13-piece molecular cluster, C16H54F3N24O14 overall (the ωB97M-V functional and the def2-TZVPD basis, the Open Molecules 2025 dataset).

Geometry as XYZ:
```
111
C16H54F3N24O14 | the Open Molecules 2025 dataset | the ωB97M-V functional and the def2-TZVPD basis
C 0.7531 0.0860 0.9317
O -0.1971 -0.5208 0.0725
O 2.0270 0.0276 0.3753
C 0.3708 1.6284 1.3595
F -0.7543 1.8364 2.0185
F 1.3980 2.1499 1.9799
F 0.2071 2.2339 0.1867
C -1.5644 -0.6598 0.4327
C -2.3394 -1.3114 -0.6673
H -2.0589 -1.1061 -1.7004
H -2.2780 -2.3993 -0.6946
H -3.3609 -0.9344 -0.6163
H -1.8988 0.3409 0.7062
H -1.6322 -1.3627 1.2630
H 0.7166 -0.4317 1.8902
C 3.5226 4.2215 -1.2019
O 3.5847 5.3692 -1.6813
N 4.3959 3.5265 -0.5288
N 2.5016 3.4928 -1.6080
H 4.1704 2.5630 -0.3265
H 5.3010 3.8793 -0.2526
H 2.6045 2.4960 -1.4819
H 1.9198 3.9548 -2.2922
C 1.6547 -3.1481 -2.4924
O 1.9233 -3.8409 -3.4233
N 0.6846 -2.2493 -2.4779
N 2.3265 -3.0053 -1.2998
H -0.0092 -2.2079 -3.2107
H 0.5635 -1.6210 -1.6965
H 2.3073 -2.1257 -0.8037
H 3.1497 -3.5581 -1.1078
C -4.9708 0.2417 -4.4296
O -4.9985 1.3299 -5.0053
N -4.8987 0.1251 -3.1585
N -4.7726 -0.9266 -4.9729
H -4.9360 0.9146 -2.5296
H -5.0531 -0.7833 -2.7449
H -4.8667 -1.6954 -4.3247
H -4.7137 -0.9039 -5.9809
C -4.2959 -3.7839 -3.0604
O -5.2637 -3.1038 -3.4271
N -4.3293 -4.7693 -2.1967
N -3.0931 -3.4254 -3.3431
H -5.1760 -5.2797 -1.9901
H -3.4483 -5.2490 -2.0794
H -2.8728 -2.8647 -4.1538
H -2.3409 -3.9638 -2.9374
C 1.1173 -3.4070 3.1074
O 0.4536 -4.1301 3.7871
N 1.6310 -2.3420 3.6202
N 1.4440 -3.4671 1.7896
H 1.2263 -2.0881 4.5100
H 2.2975 -1.7548 3.1395
H 1.0679 -4.2946 1.3493
H 1.7970 -2.7145 1.2159
C -1.1171 1.6354 -3.7338
O -1.1308 2.7706 -4.0841
N -1.6992 0.6930 -4.3874
N -0.6403 1.2360 -2.6176
H -1.8103 0.8286 -5.3820
H -1.6736 -0.2639 -4.0652
H -0.2297 1.7655 -1.8618
H -0.6730 0.2564 -2.3739
C 4.3189 0.8181 -2.4649
O 4.8020 1.1007 -3.5331
N 3.0600 0.6259 -2.2140
N 5.0432 0.3967 -1.4763
H 2.4740 0.4380 -3.0149
H 2.7349 0.2306 -1.3433
H 4.5722 -0.0761 -0.7181
H 6.0301 0.5362 -1.6391
C 0.7938 6.0354 2.0289
O 1.0158 6.9178 2.8432
N -0.3490 5.6545 1.6016
N 1.7017 5.4768 1.1987
H -1.1538 6.0255 2.0860
H -0.4868 4.9118 0.9311
H 2.6614 5.7879 1.2470
H 1.3720 4.7934 0.5322
C -6.4118 -1.4939 0.9758
O -7.3026 -0.7339 1.3003
N -5.3530 -1.7515 1.6513
N -6.2822 -2.3166 -0.0529
H -5.3221 -1.2221 2.5108
H -4.6065 -2.1770 1.1204
H -5.5697 -3.0165 0.0975
H -7.0778 -2.4162 -0.6670
C 4.9126 -1.2231 2.3044
O 5.8451 -1.7469 2.9846
N 4.3958 -0.0626 2.3517
N 4.2719 -1.7480 1.3107
H 3.7675 0.2468 1.6240
H 4.7137 0.7517 2.8577
H 4.7151 -2.4831 0.7785
H 3.4884 -1.2463 0.9176
C -2.4164 -2.1442 4.4546
O -3.5496 -1.9174 4.7973
N -1.7354 -1.2718 3.7467
N -1.7520 -3.1740 4.7306
H -2.3514 -0.4994 3.5370
H -0.7801 -1.3427 3.4263
H -0.7659 -3.2810 4.5401
H -2.3312 -3.7697 5.3049
C 3.7314 4.4460 3.6356
O 4.4460 5.3656 3.9897
N 2.5617 4.1820 4.1669
N 3.9079 3.6700 2.6513
H 2.4253 4.8295 4.9299
H 1.8904 3.4803 3.8893
H 3.1396 3.0236 2.5420
H 4.7851 3.4604 2.1968
```

Properties
lowest unoccupied orbital energy: 0.0323 Eh
charge: -1
relative energy (zero: lowest compared OMol25 entry of this formula, charge and spin): 164.97 kcal per mole
gap between HOMO and LUMO: 8.4270 eV

=====

3.
# C4H6N2O

One molecule with the formula C4H6N2O (the ωB97M-V functional and the def2-TZVPD basis, the Open Molecules 2025 dataset).

Geometry as XYZ:
```
13
C4H6N2O | the Open Molecules 2025 dataset | the ωB97M-V functional and the def2-TZVPD basis
N 1.1446 1.5469 0.1870
C 0.4717 0.4013 0.3933
C 0.8356 -0.9232 -0.1153
C -0.3002 -1.6565 -0.0215
C -1.4540 -0.8000 0.3780
O -1.7553 -0.0550 -0.8837
N -0.6524 0.3015 1.0647
H 1.7746 1.5673 -0.6011
H 0.6317 2.4038 0.3434
H 1.8285 -1.1957 -0.4550
H -0.4060 -2.7118 -0.2650
H -1.0391 -0.1734 -1.5388
H -1.1968 1.1125 1.3180
```

Properties
lowest unoccupied orbital energy: 0.0065 Eh
relative energy (zero: lowest compared OMol25 entry of this formula, charge and spin): 101.50 kcal per mole
gap between HOMO and LUMO: 7.0712 eV

=====

4.
# C3H5NO3

A 2-piece molecular cluster, C3H5NO3 overall (the ωB97M-V functional and the def2-TZVPD basis, the Open Molecules 2025 dataset).

Geometry as XYZ:
```
12
C3H5NO3 | the Open Molecules 2025 dataset | the ωB97M-V functional and the def2-TZVPD basis
C 1.7820 -0.2962 -0.0070
C 0.7764 -1.2939 -0.0379
C -0.6305 0.3249 0.0614
N 2.5963 0.5206 0.0853
O -0.1544 1.2659 0.9635
O -0.5808 0.7765 -1.2422
O -1.8506 -0.2215 0.4080
H 0.4935 -1.6714 -0.9443
H 0.6458 -1.8865 0.7806
H 0.5068 1.9478 0.5842
H -1.3745 0.2945 -1.7535
H -2.2101 0.2394 1.1018
```

Properties
lowest unoccupied orbital energy: 0.0097 Eh
relative energy (zero: lowest compared OMol25 entry of this formula, charge and spin): 83.82 kcal per mole
gap between HOMO and LUMO: 9.3003 eV

=====

5.
# C46H55Cl2F6N7Ni2O6

C46H55Cl2F6N7Ni2O6 as an isolated structure (the ωB97M-V functional and the def2-TZVPD basis, the Open Molecules 2025 dataset).

Geometry as XYZ:
```
124
C46H55Cl2F6N7Ni2O6 | the Open Molecules 2025 dataset | the ωB97M-V functional and the def2-TZVPD basis
Ni 10.4218 -11.6272 -9.7881
Ni 7.4285 -12.0741 -10.8756
C 4.3252 -10.1952 -10.5843
O 4.0548 -10.2870 -9.2020
O 5.4028 -11.0973 -10.8522
C 2.9393 -10.4365 -11.3140
F 1.9776 -9.6282 -10.8512
F 3.1115 -10.0877 -12.5374
F 2.5192 -11.7034 -11.4442
C 4.0766 -9.0786 -8.3814
C 3.9152 -9.4427 -6.8753
H 3.0145 -9.9572 -6.5405
H 4.6666 -10.1647 -6.5557
H 4.0801 -8.5712 -6.2417
H 3.2458 -8.4111 -8.6103
H 5.0295 -8.5795 -8.5570
H 4.5220 -9.1798 -10.9283
C 8.4661 -9.1373 -9.8766
O 9.8281 -8.7524 -10.2318
O 8.5287 -10.5014 -9.6352
C 7.9775 -8.0681 -8.7929
F 7.3084 -8.4898 -7.7977
F 8.9862 -7.5217 -8.2017
F 7.2779 -7.1192 -9.3902
C 10.1086 -8.2378 -11.5619
C 11.3919 -7.4739 -11.5196
H 11.1079 -6.4507 -11.2736
H 12.0552 -7.7559 -10.7019
H 12.0507 -7.5479 -12.3848
H 9.3320 -7.5284 -11.8481
H 10.0542 -9.0345 -12.3038
H 7.8746 -9.0044 -10.7825
O 9.1773 -12.9783 -10.6633
H 9.6018 -13.7006 -11.1658
C 14.2844 -12.3412 -11.8406
C 12.9452 -11.7424 -12.3007
O 11.9406 -11.5880 -11.2600
H 14.6050 -11.7909 -10.9561
H 14.9527 -12.2974 -12.7006
H 14.1314 -13.3952 -11.6090
H 12.5202 -12.2725 -13.1530
H 13.2520 -10.8295 -12.8112
N 6.5693 -13.7339 -12.1736
C 5.2165 -13.8974 -12.1380
C 4.6254 -14.8689 -13.0048
C 5.3992 -15.5998 -13.8789
C 6.8069 -15.3887 -13.9673
C 7.3122 -14.5446 -13.0002
H 4.5802 -13.4322 -11.3997
H 3.5467 -14.9011 -13.0487
H 4.9053 -16.2699 -14.5670
H 7.4105 -15.9734 -14.6457
H 8.3734 -14.4315 -12.8344
N 13.7331 -17.7310 -11.6436
C 13.8786 -16.3682 -11.7520
C 14.7912 -15.7926 -12.6654
C 15.5930 -16.6964 -13.4186
C 15.4289 -18.0641 -13.3660
C 14.4739 -18.5434 -12.3793
H 13.4230 -15.6820 -11.0535
H 14.9426 -14.7396 -12.8513
H 16.2697 -16.2341 -14.1219
H 16.0384 -18.6770 -14.0135
H 14.2808 -19.5819 -12.1541
N 11.6005 -10.3619 -8.2590
C 12.7406 -9.7576 -8.7216
C 13.4588 -8.7624 -8.0274
C 12.9580 -8.2546 -6.8976
C 11.7626 -8.7766 -6.4129
C 11.0978 -9.8289 -7.0904
H 13.1439 -10.2410 -9.5991
H 14.4135 -8.4267 -8.4044
H 13.4651 -7.4519 -6.3830
H 11.4286 -8.4953 -5.4251
H 10.2714 -10.3656 -6.6484
N 10.9748 -13.0913 -8.3866
C 10.1842 -13.5471 -7.3568
C 10.5387 -14.5193 -6.4748
C 11.8170 -15.1217 -6.5788
C 12.6454 -14.7400 -7.6424
C 12.1642 -13.7635 -8.5029
H 9.2602 -12.9914 -7.4189
H 9.8137 -14.5715 -5.6761
H 12.0478 -15.8951 -5.8611
H 13.5162 -15.3333 -7.8794
H 12.8026 -13.5116 -9.3367
N 10.0465 -16.3727 -10.5679
C 11.0906 -16.9706 -9.8454
C 11.0656 -18.3234 -9.4893
C 9.9128 -19.0436 -9.8642
C 8.8720 -18.4969 -10.6136
C 8.9525 -17.1235 -10.9427
H 11.9284 -16.3250 -9.6271
H 11.8542 -18.7786 -8.9086
H 9.7973 -20.0798 -9.5827
H 8.0839 -19.0820 -11.0640
H 8.1698 -16.6322 -11.5016
N 7.7497 -11.1398 -12.7795
C 6.9433 -10.4417 -13.5715
C 7.2807 -9.8264 -14.7546
C 8.5448 -9.9977 -15.2113
C 9.3818 -10.8781 -14.6106
C 8.9673 -11.3809 -13.4096
H 5.9465 -10.2658 -13.1950
H 6.6252 -9.1147 -15.2345
H 8.8545 -9.6655 -16.1911
H 10.3269 -11.1737 -15.0418
H 9.7500 -11.9445 -12.9237
N 6.7269 -13.1411 -9.1471
C 7.0833 -14.4586 -8.9550
C 6.9604 -15.0692 -7.6526
C 6.5130 -14.3314 -6.5547
C 6.1440 -13.0294 -6.7768
C 6.1974 -12.4723 -8.0850
H 7.3884 -14.9689 -9.8566
H 7.1481 -16.1326 -7.6337
H 6.5865 -14.7404 -5.5578
H 5.5420 -12.5693 -6.0072
H 5.8851 -11.4644 -8.3154
C 11.3449 -17.2099 -14.5278
Cl 10.3874 -18.6121 -15.2118
Cl 10.5026 -15.7186 -14.7558
H 11.4746 -17.3924 -13.4611
H 12.2450 -17.2317 -15.1421
```

Properties
⟨S²⟩: 6.01
lowest unoccupied orbital energy (spin up / spin down): 0.0071 / 0.0078 Eh
multiplicity: 5
gap between HOMO and LUMO (spin up / spin down): 7.7968 / 7.7793 eV

=====

6.
# C6H14NS

An isolated ion of composition C6H14NS and charge -1 (the ωB97M-V functional and the def2-TZVPD basis, the Open Molecules 2025 dataset).

Geometry as XYZ:
```
22
C6H14NS | the Open Molecules 2025 dataset | the ωB97M-V functional and the def2-TZVPD basis
C 1.2547 -0.2129 -0.8337
N 1.4104 0.2927 0.5497
C 1.1995 -0.6907 1.6325
C 0.6083 0.1276 2.8607
S -1.1489 0.3794 2.6109
C 0.2438 0.5072 -1.7381
C -2.2142 0.2532 -1.0473
C -1.0815 -0.2993 -1.9161
H 2.2296 -0.0557 -1.3213
H 1.2107 -1.3097 -0.7942
H 0.6629 0.9643 0.7026
H 0.3461 -1.3726 1.5395
H 2.1641 -1.1040 1.9098
H 0.8758 -0.4966 3.7500
H 1.1281 1.0366 3.1920
H -0.0367 1.5282 -1.4737
H 0.7626 0.6098 -2.6992
H -2.7474 -0.4191 -0.3739
H -2.9076 0.8615 -1.6171
H -1.8057 0.9600 -0.3223
H -1.2937 -0.2489 -2.9934
H -0.8609 -1.3109 -1.6175
```

Properties
lowest unoccupied orbital energy: 0.1407 Eh
charge: -1
relative energy (zero: lowest compared OMol25 entry of this formula, charge and spin): 23.80 kcal per mole
gap between HOMO and LUMO: 6.2870 eV